# C19H18N4ORhS2

A molecular structure, C19H18N4ORhS2 at a distorted geometry (ωB97M-V with the def2-TZVPD basis set, the OMol25 dataset).

Last column: Mulliken charge in e.
Element x y z (Å)
Rh  0.28677  1.65192  -1.69671  0.192
C  3.44306  -0.25715  -1.47130  -1.700
C  2.13626  -0.15961  -0.75464  1.096
N  1.74769  1.04828  -0.33341  -0.342
N  1.29194  1.30490  0.85453  -0.349
C  0.54204  2.34414  1.07606  0.591
S  -0.03277  3.38939  -0.19045  -0.089
S  0.08488  2.67307  2.71586  -0.120
C  -0.36608  0.96924  3.27305  -0.516
C  -1.85560  0.96095  3.39609  0.654
C  -2.44545  0.96771  4.65461  -0.555
C  -3.82096  1.01985  4.78060  -0.593
C  -4.61677  1.09600  3.64672  -0.422
C  -4.03685  1.07703  2.38660  -0.767
C  -2.66149  1.01170  2.25852  -0.010
C  1.31674  -1.29527  -0.48187  1.110
C  1.86692  -2.58139  -0.36080  -0.858
C  1.08891  -3.63747  0.03966  -0.713
C  -0.26760  -3.44428  0.32681  -0.484
C  -0.86143  -2.22131  0.15389  -0.937
C  -0.11380  -1.11369  -0.32500  0.784
O  -0.71256  -0.04118  -0.68303  -0.500
H  4.21778  -0.56225  -0.76184  0.439
H  3.40860  -0.99297  -2.26943  0.408
H  3.72392  0.71436  -1.87263  0.392
H  0.01425  0.27411  2.52777  0.047
H  0.12511  0.81039  4.23101  0.514
H  -1.82194  0.92302  5.53464  0.364
H  -4.27018  1.01509  5.76227  0.388
H  -5.68889  1.17372  3.74729  0.385
H  -4.65942  1.12890  1.50492  0.414
H  -2.20965  1.00431  1.27543  0.295
H  2.92324  -2.71885  -0.52797  0.451
H  1.52962  -4.61183  0.16175  0.435
H  -0.85876  -4.27967  0.66724  0.444
H  -1.91324  -2.07181  0.34559  0.546
N  1.95656  1.47786  -4.61276  -0.410
C  2.12262  0.56919  -5.58882  -0.089
C  1.31431  -0.50434  -5.28431  -0.738
C  0.68096  -0.15143  -4.09278  -0.406
N  1.07372  1.05730  -3.70209  0.081
H  2.37514  2.39505  -4.54798  0.151
H  2.78292  0.72637  -6.41884  0.464
H  1.18445  -1.41630  -5.82906  0.394
H  -0.02497  -0.72303  -3.51522  0.559

Its HOMO energy (alpha / beta) is -0.3938 / -0.3939 hartree. As for the charge: +1. The calculation puts the energy relative to the best compared isomer or geometry (same formula, charge and spin) at 71.1 kcal per mole. For the LUMO energy (alpha / beta), the calculation gives -5.62 / -5.61 eV. Its frontier orbital gap (alpha / beta) is 5.10 / 5.10 eV. The largest force on an atom is 4.53 eV/Å.


# C33H32Cl3CsGeNO12

A molecular structure, C33H32Cl3CsGeNO12 at a distorted geometry (ωB97M-V with the def2-TZVPD basis set, the OMol25 dataset).

Last column: Mulliken charge in e.
Element x y z (Å)
Cs  1.40385  0.98059  2.11092  1.469
O  2.96437  0.14585  -3.22355  -0.628
C  2.70549  0.57545  -1.96162  0.522
O  1.91343  0.02917  -1.24960  0.009
C  3.54558  1.77657  -1.61386  -0.984
O  3.03557  2.37676  -0.47678  0.067
C  3.81884  3.49940  -0.07554  -0.581
C  3.41691  3.97764  1.34799  0.321
O  3.59276  5.19037  1.55869  -0.788
O  3.00845  3.07618  2.10764  -0.700
H  2.34463  -0.58463  -3.38496  0.426
H  4.57503  1.41113  -1.46504  0.364
H  3.56226  2.44864  -2.48463  0.335
H  4.87871  3.20729  -0.04816  0.270
H  3.69865  4.31332  -0.79958  0.271
Cl  -5.26678  4.75419  5.07536  -0.309
C  -3.82237  3.84711  4.66669  0.210
C  -2.91754  3.52179  5.68587  -0.604
C  -1.79043  2.80960  5.39801  0.405
Cl  -0.69531  2.41167  6.68693  -0.265
C  -1.44621  2.33680  4.06723  -0.603
O  -0.43691  1.65530  3.83213  -0.541
C  -2.41202  2.73694  3.05805  0.947
C  -2.23965  2.43280  1.65014  -0.195
O  -1.29533  1.88983  1.10498  -0.253
C  -3.56951  3.46152  3.37886  -0.859
H  -3.11358  3.83112  6.70412  0.415
H  -3.10123  2.75889  1.02339  0.083
H  -4.25882  3.71347  2.57987  0.397
C  -1.42635  -4.62566  -2.71551  -0.529
C  -2.63720  -3.98656  -2.49442  -0.623
C  -2.66210  -2.65072  -2.11298  -0.254
C  -1.48188  -1.93250  -1.94951  0.094
C  -0.26903  -2.59179  -2.16108  -0.009
C  -0.23894  -3.92344  -2.54518  -0.665
Ge  -1.43123  -0.05767  -1.40480  1.005
C  -3.23298  0.55096  -1.00110  -0.269
C  -3.90395  -0.03146  0.07589  -0.146
C  -5.17119  0.39927  0.43945  -0.715
C  -5.78588  1.42812  -0.26592  -0.487
C  -5.12635  2.01836  -1.33410  -0.568
C  -3.85955  1.57856  -1.69913  -0.322
C  -0.66701  0.99031  -2.86530  0.091
C  -0.19546  2.27663  -2.59428  -0.282
C  0.39932  3.03937  -3.58934  -0.596
C  0.52889  2.52789  -4.87599  -0.445
C  0.06576  1.25124  -5.15765  -0.550
C  -0.52521  0.48936  -4.15694  -0.307
H  -1.40749  -5.67099  -3.00112  0.335
H  -3.56734  -4.53160  -2.61008  0.369
H  -3.61862  -2.16774  -1.93572  0.307
H  0.66037  -2.06396  -1.97765  0.083
H  0.71509  -4.41866  -2.68525  0.402
H  -3.41880  -0.80872  0.65839  0.488
H  -5.66564  -0.05279  1.29046  0.399
H  -6.76924  1.77707  0.02604  0.353
H  -5.59332  2.82807  -1.88331  0.377
H  -3.34825  2.05779  -2.52898  0.298
H  -0.26219  2.67441  -1.58639  0.396
H  0.77367  4.02794  -3.35157  0.385
H  1.00057  3.11968  -5.65160  0.346
H  0.16758  0.84296  -6.15702  0.377
H  -0.86903  -0.51575  -4.38579  0.350
C  4.68324  -3.67209  3.05686  -1.135
N  4.05984  -3.88491  1.76938  0.138
C  3.26302  -5.09006  1.62952  -0.859
C  3.98866  -2.84223  0.88908  0.646
C  3.03449  -3.00689  -0.27075  -0.338
O  4.64921  -1.82441  1.03837  -0.724
H  5.53771  -4.34233  3.20149  0.314
H  3.95721  -3.84980  3.85475  0.366
H  5.02307  -2.64259  3.11233  0.344
H  3.68505  -5.85343  2.28592  0.359
H  3.31301  -5.47669  0.61205  0.326
H  2.21878  -4.92695  1.90183  0.255
H  3.25372  -3.89770  -0.86327  0.456
H  3.11281  -2.12049  -0.89255  -0.227
H  2.01103  -3.08905  0.10325  0.177
O  -0.10583  -1.84780  0.99567  -0.395
Cl  0.17784  -2.38538  2.30828  1.661
O  -0.95371  -2.21370  3.16641  -0.710
O  0.49260  -3.79035  2.19145  -0.831
O  1.32241  -1.67592  2.84387  -0.710

Its HOMO energy (alpha / beta) is -0.0930 / -0.0953 hartree. Its spin multiplicity is 2. As for the charge: -2. The calculation puts the energy relative to the best compared isomer or geometry (same formula, charge and spin) at 32.0 kcal per mole. For the LUMO energy (alpha / beta), the calculation gives 3.66 / 3.63 eV. Its frontier orbital gap (alpha / beta) is 6.19 / 6.22 eV. The largest force on an atom is 1.13 eV/Å.